The following is a quantum chemistry calculation of a cluster of 2 separate species, C4H9O2 in total in a non-equilibrium geometry, from the OMol25 dataset.

Gap between HOMO and LUMO in eV: 7.92
HOMO energy in eV: -3.9
Total charge: -1

Last columns: bonded neighbours and bond lengths (Å).
Atoms and positions in Å:
1 C 1.265 -1.102 -1.310  C2 1.535, H3 1.070, H4 1.087, H5 1.084
2 C -0.174 -0.998 -1.834  C1 1.535, H6 1.090, H7 1.082, H8 1.100
3 H 1.807 -1.888 -1.792  C1 1.070
4 H 1.803 -0.158 -1.349  C1 1.087
5 H 1.187 -1.294 -0.246  C1 1.084
6 H -0.526 -0.020 -1.505  C2 1.090
7 H -0.739 -1.886 -1.584  C2 1.082
8 H -0.140 -0.817 -2.918  C2 1.100
9 C -1.047 0.706 2.108  C10 1.570, H13 1.086, H14 1.095, H15 1.080
10 C -0.139 1.793 1.430  C9 1.570, O11 1.253, O12 1.247
11 O 0.340 1.463 0.320  C10 1.253
12 O -0.021 2.871 2.047  C10 1.247
13 H -0.990 0.789 3.189  C9 1.086
14 H -0.625 -0.267 1.833  C9 1.095
15 H -2.001 0.807 1.612  C9 1.080

The following is a quantum chemistry calculation of the molecule C4H7NO, from the OMol25 dataset.

Gap between HOMO and LUMO in eV: 10.84
HOMO energy in eV: -9.9
SMILES: NC(=O)C1CC1

Last columns: bonded neighbours and bond lengths (Å).
Atoms and positions in Å:
1 N 2.205 -0.233 0.016  C2 1.367, H7 1.007, H8 1.009
2 C 1.029 0.450 -0.123  N1 1.367, O3 1.220, C4 1.498
3 O 0.974 1.548 -0.652  C2 1.220
4 C -0.181 -0.257 0.404  C2 1.498, C5 1.513, C6 1.502, H9 1.088
5 C -1.313 -0.436 -0.584  C4 1.513, C6 1.491, H10 1.086, H11 1.086
6 C -1.443 0.549 0.527  C4 1.502, C5 1.491, H12 1.086, H13 1.086
7 H 2.211 -1.212 0.251  N1 1.007
8 H 3.009 0.144 -0.463  N1 1.009
9 H -0.010 -1.056 1.122  C4 1.088
10 H -1.143 -0.047 -1.584  C5 1.086
11 H -1.876 -1.364 -0.533  C5 1.086
12 H -2.113 0.313 1.348  C6 1.086
13 H -1.348 1.600 0.272  C6 1.086

The following is a quantum chemistry calculation of the molecule C3H5BN2O2 in a non-equilibrium geometry, from the OMol25 dataset.

Gap between HOMO and LUMO in eV: 7.86
HOMO energy in eV: -8.0

Last columns: bonded neighbours and bond lengths (Å).
Atoms and positions in Å:
1 B 1.554 0.632 -0.178  N6 1.380, O7 1.410, O8 1.375
2 C -1.684 -0.669 0.988  C3 1.400, N5 1.273, H9 1.116
3 C -0.370 -0.345 1.349  C2 1.400, N6 1.268, H10 1.076
4 C -2.302 -0.491 -1.355  N5 1.211, H11 1.031
5 N -2.179 -0.761 -0.181  C2 1.273, C4 1.211
6 N 0.518 0.198 0.625  B1 1.380, C3 1.268
7 O 1.425 1.921 -0.733  B1 1.410, H12 0.949
8 O 2.655 -0.157 -0.411  B1 1.375, H13 0.948
9 H -2.349 -1.182 1.722  C2 1.116
10 H -0.267 -0.464 2.414  C3 1.076
11 H -2.638 -0.819 -2.273  C4 1.031
12 H 2.135 1.915 -1.363  O7 0.949
13 H 3.501 0.223 -0.603  O8 0.948

The following is a quantum chemistry calculation of a cluster of 8 separate species, C12H24F2N6O18 in total in a non-equilibrium geometry, from the OMol25 dataset.

Gap between HOMO and LUMO in eV: 10.44
HOMO energy in eV: -11.0
SMILES: O=C1OC[C@@H](F)O1.O=C1OC[C@@H](F)O1.C[N+](=O)[O-].C[N+](=O)[O-].C[N+](=O)[O-].C[N+](=O)[O-].C[N+](=O)[O-].C[N+](=O)[O-]

Last columns: bonded neighbours and bond lengths (Å).
Atoms and positions in Å:
1 C 25.474 15.595 19.087  N2 1.474, H5 1.082, H6 1.090, H7 1.092
2 N 25.271 14.226 18.582  C1 1.474, O3 1.215, O4 1.221
3 O 26.236 13.620 18.160  N2 1.215
4 O 24.144 13.756 18.565  N2 1.221
5 H 26.272 16.086 18.545  C1 1.082
6 H 25.567 15.687 20.169  C1 1.090
7 H 24.506 16.085 18.959  C1 1.092
8 C 26.418 15.611 24.400  N9 1.469, H12 1.087, H13 1.081, H14 1.091
9 N 26.220 16.849 23.633  C8 1.469, O10 1.220, O11 1.213
10 O 26.577 17.888 24.162  N9 1.220
11 O 25.688 16.768 22.547  N9 1.213
12 H 25.499 15.035 24.333  C8 1.087
13 H 26.724 15.835 25.413  C8 1.081
14 H 27.230 15.093 23.887  C8 1.091
15 C 22.102 13.636 22.093  N16 1.495, H19 1.087, H20 1.084, H21 1.085
16 N 23.543 13.733 22.482  C15 1.495, O17 1.205, O18 1.212
17 O 24.322 14.051 21.620  N16 1.205
18 O 23.838 13.392 23.607  N16 1.212
19 H 21.764 12.770 22.656  C15 1.087
20 H 22.060 13.428 21.030  C15 1.084
21 H 21.623 14.575 22.348  C15 1.085
22 C 20.011 17.124 18.074  N23 1.486, H26 1.087, H27 1.086, H28 1.084
23 N 21.297 16.402 17.892  C22 1.486, O24 1.218, O25 1.213
24 O 21.262 15.410 17.186  N23 1.218
25 O 22.305 16.931 18.310  N23 1.213
26 H 19.411 16.662 18.854  C22 1.087
27 H 19.447 17.016 17.153  C22 1.086
28 H 20.248 18.167 18.248  C22 1.084
29 C 23.894 14.272 15.086  N30 1.483, H33 1.088, H34 1.084, H35 1.087
30 N 24.810 15.387 14.744  C29 1.483, O31 1.212, O32 1.219
31 O 24.322 16.433 14.372  N30 1.212
32 O 25.995 15.220 14.973  N30 1.219
33 H 23.007 14.327 14.458  C29 1.088
34 H 23.537 14.310 16.109  C29 1.084
35 H 24.431 13.368 14.813  C29 1.087
36 C 21.755 12.139 16.823  N37 1.484, H40 1.080, H41 1.086, H42 1.088
37 N 21.970 11.592 15.461  C36 1.484, O38 1.211, O39 1.198
38 O 21.426 12.221 14.580  N37 1.211
39 O 22.466 10.507 15.347  N37 1.198
40 H 22.109 13.157 16.752  C36 1.080
41 H 22.212 11.622 17.662  C36 1.086
42 H 20.685 12.041 16.992  C36 1.088
43 C 26.150 10.862 20.497  C44 1.511, O48 1.416, H50 1.089, H51 1.092
44 C 25.988 9.374 20.288  C43 1.511, O45 1.406, F49 1.367, H52 1.089
45 O 24.595 9.245 20.146  C44 1.406, C46 1.352
46 C 23.985 10.276 20.771  O45 1.352, O47 1.183, O48 1.351
47 O 22.825 10.302 21.005  C46 1.183
48 O 24.892 11.245 21.021  C43 1.416, C46 1.351
49 F 26.412 8.663 21.376  C44 1.367
50 H 26.435 11.409 19.599  C43 1.089
51 H 26.902 10.980 21.280  C43 1.092
52 H 26.435 8.955 19.389  C44 1.089
53 C 27.815 18.679 19.988  C54 1.508, O58 1.428, H60 1.093, H61 1.090
54 C 28.978 19.577 19.650  C53 1.508, O55 1.427, F59 1.362, H62 1.091
55 O 29.555 18.800 18.602  C54 1.427, C56 1.373
56 C 29.409 17.500 19.019  O55 1.373, O57 1.179, O58 1.347
57 O 30.178 16.663 18.708  C56 1.179
58 O 28.424 17.389 19.931  C53 1.428, C56 1.347
59 F 29.833 19.698 20.704  C54 1.362
60 H 26.993 18.773 19.272  C53 1.093
61 H 27.348 18.896 20.948  C53 1.090
62 H 28.648 20.574 19.355  C54 1.091